Record 1
{"formula": "C4H7NO", "method": "ωB97M-V/def2-TZVPD", "energy_ev": -7797.616, "de_lowest_kj_mol": 195.7, "charge": 0, "smiles": "CCCN=C=O", "fmax_ev_per_a": 4.2, "species": ["C", "H", "C", "H", "N", "H", "O", "C", "H", "H", "H", "H", "C"], "xyz": [[1.079542, -0.170448, -0.326986], [1.950528, -0.847850, -0.223357], [-0.176846, -0.913923, 0.118787], [1.596552, 0.832179, 1.518190], [-1.304650, 0.009667, 0.072933], [1.034048, 0.101724, -1.389575], [-3.219828, -0.124013, -1.316189], [-2.251215, -0.126843, -0.664778], [-0.512686, -1.736683, -0.495769], [1.187863, 2.002744, 0.219970], [-0.029777, -1.206276, 1.168197], [-0.308190, 1.149965, 0.691590], [0.954661, 1.029758, 0.626988]], "forces_ev_per_angstrom": [[-0.531, 0.044, 0.058], [-0.301, 0.612, 0.284], [-0.136, -0.628, -0.248], [-1.079, 0.405, -0.266], [-1.121, -0.885, -0.536], [-0.181, 0.018, 0.233], [0.212, -0.105, 0.044], [-0.819, 0.485, -0.097], [0.664, -0.738, 0.018], [0.734, 0.120, -0.289], [-0.183, -0.161, -0.328], [4.091, 0.212, 1.080], [-1.348, 0.622, 0.048]], "lowdin_charge": [-0.2384, 0.1100, -0.2257, 0.0774, 0.0255, 0.1041, 0.1712, -0.2987, 0.1140, 0.0454, 0.1244, 0.1245, -0.1337]}


Record 2
{"formula": "C5H5FOS", "method": "ωB97M-V/def2-TZVPD", "energy_ev": -20863.376, "de_lowest_kj_mol": 248.1, "charge": 0, "smiles": "OC(=S)/C=C\\C=C\\F", "fmax_ev_per_a": 5.9, "species": ["H", "C", "F", "C", "S", "C", "C", "H", "H", "O", "H", "C", "H"], "xyz": [[-1.693323, 1.715158, -0.151462], [-1.032608, 0.889299, -0.057827], [2.760688, -1.300418, 0.174264], [-1.609844, -0.487160, -0.123525], [-3.256056, -0.536270, 0.279417], [0.285008, 1.217197, -0.010529], [1.735732, -0.599121, 0.414812], [2.291942, 1.014705, -0.693095], [-1.510356, -2.288814, -0.497763], [-0.780581, -1.534320, -0.512310], [0.920590, -0.960887, 1.230216], [1.498175, 0.610475, -0.059392], [0.390639, 2.260158, 0.007198]], "forces_ev_per_angstrom": [[-0.771, 0.149, 0.343], [2.033, -2.035, -0.367], [2.278, -1.588, -0.219], [-0.676, 1.219, 0.142], [2.085, -1.010, -0.713], [-3.866, 1.884, 0.089], [-4.780, 0.801, 3.305], [-0.266, 0.329, 0.144], [2.298, 1.569, -0.193], [-4.423, -0.423, 0.905], [2.368, 0.026, -2.037], [3.673, -2.596, -1.284], [0.048, 1.675, -0.115]], "lowdin_charge": [0.0795, -0.1245, 0.1221, -0.7955, 0.6535, -0.1277, -0.2065, 0.1352, 0.1498, -0.0469, 0.1825, -0.1175, 0.0959]}


Record 3
{"formula": "C17H24O6PtS3", "method": "ωB97M-V/def2-TZVPD", "energy_ev": -66056.352, "s_squared": 2.007, "de_lowest_kj_mol": 0.0, "charge": 0, "multiplicity": 3, "fmax_ev_per_a": 0.7, "species": ["H", "H", "H", "H", "C", "H", "O", "H", "S", "H", "C", "O", "O", "C", "H", "C", "C", "H", "H", "H", "C", "H", "C", "H", "H", "C", "S", "H", "H", "C", "H", "H", "H", "O", "C", "H", "C", "H", "C", "O", "C", "H", "C", "C", "H", "H", "Pt", "S", "O", "C", "C"], "xyz": [[-4.846816, -4.794257, -4.674467], [-3.996550, -2.380838, -1.244527], [3.572116, -0.123052, 0.459741], [0.160360, -2.963708, 3.845576], [-4.587925, -3.607858, -2.902448], [1.848997, -3.838737, 0.496518], [-0.708228, -3.138538, -4.266328], [-5.605036, -3.736934, -2.562233], [2.322452, -1.163613, 3.855454], [2.727595, 3.097961, -1.542039], [2.094152, 2.256645, -1.817485], [-0.009055, 1.156687, -1.383729], [-0.236915, -1.736014, -2.153864], [-0.364596, -2.022630, 3.672384], [1.802350, -2.963997, 2.038490], [-1.426185, -1.861799, -1.795214], [-3.696090, -2.854088, -2.168874], [0.317178, 0.008533, 3.276426], [-0.281023, -4.314866, 1.626692], [2.668153, 1.340223, -1.659194], [-4.157621, -4.199407, -4.089331], [-1.214646, -2.003992, 4.354395], [1.190644, 2.170121, 0.532672], [3.761947, -1.678850, 1.248654], [0.342648, -0.476417, 4.964767], [-2.862697, -4.037206, -4.533276], [-1.125302, -2.109626, 2.027840], [0.546383, 4.380399, -0.765785], [-0.945670, 3.433120, -0.656976], [0.009891, 3.524778, -1.171414], [-2.518257, -4.489521, -5.452371], [1.832552, 2.329458, -2.872173], [-0.231667, -2.559744, -3.623639], [2.041973, 2.923225, 0.965689], [0.540017, -0.821347, 3.948976], [3.819632, 0.306845, 2.768946], [1.352195, -3.040349, 1.048997], [-0.180552, 3.682061, -2.231725], [0.832792, 2.259752, -0.971033], [-1.856787, -1.421090, -0.672003], [-0.134185, -3.343129, 1.152047], [-0.599440, -3.386529, 0.167347], [3.089180, -0.824776, 1.143987], [-1.959050, -3.271645, -3.792912], [0.479358, 0.501253, -1.905736], [2.159118, 0.695053, 2.363391], [-0.480324, -0.271794, 0.417495], [1.685507, -1.469221, 0.187359], [0.558009, 1.319707, 1.278215], [2.863612, -0.128190, 2.472773], [-2.378462, -2.672966, -2.595727]], "forces_ev_per_angstrom": [[-0.017, -0.012, -0.017], [-0.016, 0.008, 0.013], [-0.038, 0.012, -0.002], [-0.022, -0.003, 0.010], [0.053, 0.012, 0.027], [-0.015, 0.031, -0.044], [-0.054, 0.022, -0.006], [-0.034, -0.007, 0.011], [-0.009, -0.019, -0.002], [-0.027, -0.032, -0.003], [0.059, 0.080, 0.137], [-0.023, -0.028, 0.054], [0.014, 0.271, -0.349], [0.053, -0.055, 0.047], [-0.014, -0.028, -0.033], [0.037, -0.627, 0.258], [-0.004, 0.030, 0.021], [0.000, -0.018, 0.039], [0.022, 0.033, 0.054], [0.006, -0.041, -0.001], [-0.002, -0.006, -0.012], [-0.017, 0.016, -0.004], [0.034, -0.123, 0.015], [0.039, 0.021, 0.006], [0.051, -0.005, -0.021], [0.026, 0.009, 0.039], [-0.007, 0.088, -0.113], [0.016, 0.006, -0.007], [-0.035, -0.006, 0.034], [0.051, -0.014, 0.017], [0.013, -0.013, -0.031], [-0.019, 0.022, -0.066], [-0.005, -0.070, 0.013], [0.135, 0.148, -0.062], [-0.023, 0.084, 0.021], [0.002, -0.042, 0.056], [-0.084, 0.010, 0.105], [-0.014, -0.005, -0.054], [0.005, -0.007, -0.112], [-0.272, 0.079, -0.145], [0.089, -0.068, -0.030], [0.006, -0.041, 0.009], [0.040, -0.047, -0.009], [0.071, -0.001, -0.103], [-0.031, 0.078, -0.040], [0.125, -0.068, 0.057], [0.194, -0.111, 0.315], [-0.093, -0.094, -0.070], [-0.237, 0.261, 0.060], [-0.014, 0.118, 0.034], [-0.016, 0.153, -0.113]], "mulliken_spin": [0.0000, -0.0041, -0.0015, 0.0056, -0.0006, 0.0043, -0.0001, 0.0000, 0.0001, 0.0013, 0.0051, 0.0861, 0.0074, -0.0003, 0.0017, 0.0268, 0.0038, 0.0019, 0.0039, 0.0003, 0.0000, 0.0008, 0.0030, 0.0107, -0.0014, -0.0002, 0.1871, 0.0004, 0.0013, -0.0038, 0.0001, -0.0010, 0.0000, 0.0093, 0.0090, -0.0012, 0.0139, 0.0004, 0.0060, 0.1068, -0.0015, -0.0115, -0.0015, -0.0015, 0.0015, 0.0035, 1.2156, 0.2281, 0.0806, -0.0011, 0.0048]}


Record 4
{"formula": "C2H2BeFLi2O", "method": "ωB97M-V/def2-TZVPD", "energy_ev": -7671.361, "charge": 1, "fmax_ev_per_a": 15.4, "species": ["Li", "H", "O", "C", "H", "Li", "C", "Be", "F"], "xyz": [[-0.600624, 0.229023, -2.122709], [-0.664696, -2.039907, 1.283055], [0.859345, 0.699990, 0.271133], [-0.481452, -1.186641, 0.615179], [1.167206, -0.529578, 1.938570], [-1.549490, 0.937411, 0.348313], [0.531595, -0.419147, 1.047089], [1.653669, 1.551906, 0.336805], [-0.915556, 0.756943, -3.717434]], "forces_ev_per_angstrom": [[-0.083, -0.615, -1.587], [-0.163, 0.156, -0.462], [-8.991, -8.695, -0.633], [0.738, 1.849, 0.630], [0.009, 0.209, -0.463], [-0.117, -0.949, 0.415], [-2.263, -3.023, 0.279], [10.556, 11.177, 0.105], [0.314, -0.109, 1.716]], "lowdin_charge": [0.6618, 0.0217, -0.2827, -0.0412, 0.1129, 0.7930, -0.3588, 0.8641, -0.7709]}


Record 5
{"formula": "C17H21N5OPdS", "method": "ωB97M-V/def2-TZVPD", "energy_ev": -41783.368, "de_lowest_kj_mol": 9.4, "charge": 0, "fmax_ev_per_a": 1.4, "species": ["H", "H", "C", "H", "Pd", "C", "N", "H", "C", "N", "C", "H", "H", "C", "H", "H", "O", "H", "C", "C", "H", "S", "C", "N", "C", "H", "H", "H", "C", "H", "C", "H", "H", "H", "C", "H", "C", "C", "H", "C", "C", "C", "H", "H", "N", "N"], "xyz": [[-3.467026, -0.489814, 0.654538], [-2.362932, -2.222381, -0.890152], [-2.055868, -1.403916, -1.545080], [-2.494029, 4.463561, 3.896984], [1.232963, 0.490364, 0.241674], [3.573126, -1.369242, 0.182083], [0.525995, -4.586803, -2.118574], [-1.790464, 5.848998, 3.021489], [-1.377252, 3.920572, 2.169383], [-1.535846, 2.621199, 2.430260], [-2.257437, 4.871207, 2.917078], [0.694624, -2.169118, -1.093320], [-3.195541, 4.999070, 2.372752], [3.588979, -3.707478, -0.296624], [-1.142958, -1.701026, -2.071571], [-3.117159, 1.221938, 0.427181], [1.995045, -5.903347, -1.021935], [-1.196165, 1.919987, -1.223412], [-0.774100, 1.766884, 1.769849], [-1.439599, 0.987679, -1.730732], [0.285958, -3.684789, -2.485175], [-0.971711, 0.039072, 1.947424], [1.700983, -2.324897, -0.739877], [2.308675, -1.236869, -0.246111], [-0.614980, -0.439762, 0.212257], [-0.640108, -1.513012, 0.438762], [-3.914524, 0.314951, -0.858002], [-2.268767, 1.186605, -2.415369], [2.298341, -3.570019, -0.790695], [-2.833649, -1.259900, -2.298919], [-0.461690, 4.362563, 1.216052], [-0.570264, 0.692725, -2.321973], [1.095862, 3.662931, -0.115242], [4.052139, -0.469752, 0.539581], [0.315633, 3.413269, 0.590944], [0.067780, -5.399052, -2.494573], [4.237314, -2.584369, 0.174891], [-1.824775, -0.113827, -0.735067], [4.050344, -4.685861, -0.300046], [-3.152547, 0.254433, -0.077630], [2.896346, 1.534668, 0.663851], [1.602215, -4.793466, -1.317264], [5.250485, -2.631074, 0.547137], [-0.335516, 5.412526, 0.998069], [3.847974, 2.151897, 0.891482], [0.174122, 2.122672, 0.883621]], "forces_ev_per_angstrom": [[-0.007, 0.000, -0.007], [0.011, -0.019, -0.015], [-0.074, 0.098, -0.061], [0.004, 0.003, 0.002], [0.284, -0.153, -0.473], [0.016, 0.016, -0.017], [-0.014, 0.003, 0.035], [-0.002, 0.001, -0.004], [0.026, 0.013, -0.001], [-0.011, -0.003, 0.007], [0.014, 0.004, 0.010], [-0.012, -0.012, 0.073], [-0.003, -0.005, 0.004], [-0.001, 0.003, 0.002], [-0.024, 0.022, 0.005], [0.027, -0.032, 0.015], [0.005, 0.002, -0.004], [-0.043, 0.025, -0.014], [-0.072, -0.074, -0.098], [-0.092, 0.020, 0.004], [-0.002, -0.006, -0.008], [-0.495, 0.349, 0.773], [0.027, 0.066, -0.153], [-0.070, -0.079, 0.201], [-0.894, 0.292, 0.980], [0.338, -0.124, -0.533], [-0.028, 0.009, 0.016], [0.012, -0.013, -0.015], [0.017, 0.012, -0.044], [0.010, -0.002, -0.005], [-0.012, -0.010, 0.032], [0.027, 0.009, 0.030], [-0.012, -0.001, -0.014], [-0.030, 0.000, 0.043], [0.149, 0.008, 0.134], [0.005, 0.001, -0.010], [0.010, 0.003, -0.030], [0.635, -0.443, -0.674], [0.002, 0.001, -0.005], [0.043, 0.021, 0.107], [0.389, 0.158, -0.274], [0.003, -0.008, -0.009], [0.000, -0.002, 0.000], [-0.010, 0.000, -0.009], [-0.017, 0.020, 0.062], [-0.123, -0.171, -0.060]], "lowdin_charge": [0.0758, 0.0895, -0.0785, 0.0839, 0.7992, -0.0966, 0.1818, 0.0805, -0.3064, 0.1315, -0.0241, 0.0745, 0.0908, 0.0189, 0.0589, 0.0681, 0.0699, 0.0580, -0.6453, -0.0741, 0.0849, 0.9341, -0.0646, -0.0448, -0.5721, 0.0253, 0.0853, 0.0845, -0.1041, 0.0858, 0.0053, 0.0768, 0.1208, 0.0744, -0.0925, 0.1164, -0.0186, -0.6567, 0.1283, -0.0939, -0.4348, -0.4962, 0.1155, 0.1158, -0.0410, -0.0902]}


Record 6
{"formula": "C4H3NOS", "method": "ωB97M-V/def2-TZVPD", "energy_ev": -18567.186, "de_lowest_kj_mol": 102.9, "charge": 0, "fmax_ev_per_a": 4.0, "species": ["O", "C", "S", "N", "C", "H", "C", "H", "C", "H"], "xyz": [[3.294858, 0.265733, -0.088654], [-0.402080, -0.443094, 0.062376], [0.938212, -1.553414, 0.025560], [1.186606, 1.339845, 0.200693], [-1.739642, -0.822960, -0.082553], [-2.612831, -0.205250, -0.225299], [-0.057636, 0.927082, 0.207993], [-2.094939, -1.804181, -0.299647], [2.135738, 0.455226, 0.013246], [-0.648289, 1.841013, 0.186282]], "forces_ev_per_angstrom": [[-1.716, 1.141, 0.033], [-2.811, -2.285, -0.199], [0.354, 1.793, 0.002], [-0.722, 0.332, -0.063], [1.524, 1.083, -0.420], [0.361, 1.143, 0.489], [1.684, 2.180, -0.607], [0.711, -1.049, 0.177], [1.769, -3.543, 0.262], [-1.154, -0.796, 0.327]], "lowdin_charge": [0.1306, -0.7346, 0.7498, 0.1020, 0.0587, 0.0621, -0.1194, 0.0523, -0.4396, 0.1382]}